No. 1
{"formula": "C24H36Cl6O18", "method": "ωB97M-V/def2-TZVPD", "symbols": ["C", "C", "O", "C", "O", "O", "H", "H", "H", "H", "C", "C", "O", "C", "O", "O", "H", "H", "H", "H", "C", "C", "O", "C", "O", "O", "H", "H", "H", "H", "C", "C", "O", "C", "O", "O", "H", "H", "H", "H", "C", "C", "O", "C", "O", "O", "H", "H", "H", "H", "C", "C", "O", "C", "O", "O", "H", "H", "H", "H", "Cl", "C", "C", "Cl", "H", "H", "H", "H", "Cl", "C", "C", "Cl", "H", "H", "H", "H", "Cl", "C", "C", "Cl", "H", "H", "H", "H"], "xyz": [[4.5214, 0.6843, -1.3742], [5.2072, 1.2834, -0.2170], [6.4129, 1.7695, -0.8452], [6.1840, 1.9101, -2.1524], [6.9753, 2.4385, -2.9500], [4.8755, 1.5159, -2.4662], [3.4712, 0.9084, -1.1872], [4.8333, -0.3434, -1.5604], [5.5349, 0.6281, 0.5900], [4.6702, 2.1243, 0.2219], [-0.1388, 1.9507, 5.5846], [-0.3094, 3.2814, 4.9585], [-1.6175, 3.6549, 5.4348], [-2.3365, 2.5979, 5.7679], [-3.5052, 2.6332, 6.0471], [-1.4390, 1.5810, 5.9609], [0.4835, 2.1137, 6.4645], [0.2049, 1.2421, 4.8310], [-0.2464, 3.2253, 3.8718], [0.5369, 3.9153, 5.2229], [-0.7425, -4.6651, -2.6888], [0.7345, -4.2387, -2.7512], [1.2782, -5.4794, -2.2834], [0.3918, -6.1437, -1.5768], [0.6899, -7.0744, -0.8363], [-0.8101, -5.6927, -1.7529], [-1.1758, -4.9108, -3.6584], [-1.3703, -3.7998, -2.4764], [1.1529, -3.4582, -2.1156], [0.9962, -4.2475, -3.8093], [2.1135, 2.2646, -4.1241], [1.4771, 0.9751, -4.6946], [0.1544, 1.3311, -4.9204], [0.0094, 2.6523, -4.9962], [-0.9595, 3.3765, -5.2469], [1.2183, 3.1994, -4.6166], [3.1145, 2.3323, -4.5504], [2.2062, 2.3531, -3.0417], [1.5988, 0.1503, -3.9924], [2.0682, 0.6980, -5.5675], [-3.5452, -0.3780, 4.2993], [-2.6254, 0.0065, 3.2160], [-2.1358, -1.1671, 2.6649], [-2.8415, -2.2247, 2.9729], [-2.8570, -3.3341, 2.4094], [-3.8600, -1.7408, 3.8943], [-4.3444, 0.3633, 4.3000], [-2.9476, -0.2479, 5.2015], [-1.8182, 0.6806, 3.5027], [-3.2485, 0.4358, 2.4315], [1.9584, -6.0888, 1.6576], [2.9448, -5.6915, 2.7582], [2.5832, -4.3632, 3.0620], [1.5894, -3.9383, 2.1440], [0.9717, -2.9010, 2.2460], [1.3470, -4.8893, 1.3318], [1.1315, -6.7284, 1.9660], [2.4923, -6.5019, 0.8018], [3.9978, -5.7166, 2.4778], [2.8726, -6.2706, 3.6788], [-4.6257, 5.4446, -3.2789], [-3.2559, 5.9217, -2.2489], [-1.9472, 5.2431, -2.4176], [-1.9283, 3.6999, -1.3414], [-3.7271, 5.9483, -1.2663], [-3.1447, 6.9785, -2.4913], [-1.0609, 5.7572, -2.0457], [-1.6681, 4.9804, -3.4380], [-0.2022, 2.2598, 1.4379], [-0.3431, 1.1497, 0.0738], [0.5594, -0.0423, 0.2565], [0.8353, -0.7886, -1.3050], [0.0586, 1.6788, -0.7903], [-1.3764, 0.8811, -0.1459], [0.0723, -0.8083, 0.8598], [1.5470, 0.0739, 0.7029], [-3.0386, -1.4582, -0.8780], [-3.2314, -0.0111, -1.9068], [-4.0377, 1.0268, -1.1662], [-5.7709, 0.6201, -1.2535], [-3.7911, -0.2608, -2.8082], [-2.2281, 0.3389, -2.1495], [-4.0766, 1.9499, -1.7444], [-3.7477, 1.3756, -0.1750]], "forces_ev_per_angstrom": [[-1.870, 0.072, 0.202], [1.648, 0.535, 0.888], [0.129, -0.040, -0.086], [1.709, 2.663, -3.007], [-2.810, -2.097, 2.541], [2.227, 0.158, 0.264], [-0.339, -1.170, -0.437], [-0.478, -0.071, -0.038], [-0.281, -0.207, -0.195], [-0.002, 0.120, -0.124], [0.395, -0.263, -0.059], [0.039, 0.413, -0.813], [0.839, 2.255, -1.394], [0.172, 0.055, 1.777], [1.334, -0.787, -0.733], [-1.827, -1.226, 0.154], [0.074, -0.928, 0.069], [0.496, -0.261, 0.572], [-0.729, 0.131, -0.063], [-0.729, 0.664, 0.516], [-0.955, 3.116, -0.976], [-0.518, -2.197, -0.890], [1.850, 0.205, -0.104], [1.843, -3.220, 2.563], [-0.657, 1.474, -1.384], [-1.842, 0.457, 0.063], [0.566, -0.930, -0.156], [-0.140, -0.132, 1.061], [-0.577, 0.245, -0.290], [0.394, 0.969, 0.180], [0.337, -1.509, -0.375], [2.365, -0.133, 1.425], [-1.989, -0.643, -0.853], [-0.502, 3.079, 0.572], [2.622, -2.999, 0.504], [-1.086, 1.849, -0.690], [-0.092, 0.599, 0.008], [-0.269, -0.199, 0.096], [-0.664, -0.032, 0.007], [-0.731, 0.038, -0.568], [0.948, -0.423, 0.136], [-0.506, 1.629, -1.486], [2.543, -1.075, -0.876], [-3.355, -2.095, -0.955], [0.395, 4.076, 2.710], [0.877, -0.698, -0.061], [-0.603, -0.850, 0.238], [-0.646, -0.970, 0.662], [-0.019, -0.176, -0.142], [0.328, 0.560, -0.322], [0.872, -1.427, 0.387], [0.220, -0.303, 0.612], [-1.183, 1.554, -0.843], [0.130, 1.832, 3.487], [1.425, -0.959, -0.412], [-1.147, 0.014, -2.850], [0.441, -0.407, 0.077], [-0.448, -0.010, -0.044], [-0.050, 0.007, -0.394], [-0.250, -0.160, -0.102], [0.140, -0.645, -0.415], [-0.886, 1.794, 0.142], [0.714, -1.554, 0.710], [0.077, 0.764, -0.967], [0.781, -0.461, 0.233], [0.341, 0.049, -0.117], [-0.542, 0.497, 0.302], [-0.548, -0.401, -0.008], [-0.232, 0.114, 0.403], [1.128, 0.281, -0.968], [-0.520, -1.225, 1.230], [0.116, -0.375, -1.045], [-0.322, 0.306, 0.034], [0.139, -0.062, 0.427], [-0.032, -0.010, 0.082], [-0.221, 0.774, -0.025], [0.093, -0.227, -0.083], [-0.077, 0.211, 0.590], [-0.623, 1.379, -1.126], [-0.332, -0.422, 0.620], [0.296, -0.190, 0.054], [-0.107, 0.072, -0.079], [0.638, -0.053, -0.198], [0.057, -0.789, 0.157]], "e_above_lowest_kcal_mol": 68.46, "smiles": "O=C1OCCO1.O=C1OCCO1.O=C1OCCO1.O=C1OCCO1.O=C1OCCO1.O=C1OCCO1.ClCCCl.ClCCCl.ClCCCl", "homo_lumo_gap_ev": 10.40, "e_homo_ha": -0.3892}

***

No. 2
{"formula": "C24H36CrINSe2Si", "method": "ωB97M-V/def2-TZVPD", "symbols": ["Cr", "C", "Si", "C", "N", "C", "C", "C", "C", "C", "C", "C", "C", "C", "C", "C", "C", "C", "C", "C", "C", "C", "H", "H", "H", "H", "H", "H", "H", "H", "H", "H", "H", "H", "H", "H", "H", "H", "H", "H", "H", "H", "H", "H", "H", "H", "C", "Se", "C", "C", "Se", "C", "H", "H", "H", "H", "H", "H", "H", "H", "H", "H", "I", "C", "H", "H"], "xyz": [[0.5287, 1.0646, -0.8993], [0.5095, 1.2933, 1.1779], [0.0688, -0.3797, 1.8916], [-1.3410, -0.8584, 0.6791], [-0.9829, -0.5522, -0.7326], [0.0008, -1.5339, -1.2777], [-0.5156, -2.3173, -2.4801], [-1.8800, -2.9098, -2.1218], [-2.8970, -1.8037, -1.7689], [-2.1879, -0.4624, -1.5822], [-0.6451, -0.3887, 3.6211], [-0.0598, -1.1550, 4.6302], [-0.5975, -1.1738, 5.9090], [-1.7283, -0.4236, 6.1954], [-2.3197, 0.3480, 5.2043], [-1.7804, 0.3651, 3.9281], [1.5194, -1.5699, 1.7479], [1.3388, -2.9535, 1.8446], [2.4142, -3.8233, 1.7542], [3.6961, -3.3236, 1.5632], [3.8983, -1.9542, 1.4795], [2.8185, -1.0875, 1.5795], [1.4369, 1.6819, 1.6021], [-0.2815, 1.9957, 1.4696], [-2.2062, -0.2432, 0.9417], [-1.6564, -1.9032, 0.7899], [0.2664, -2.2412, -0.4991], [0.9569, -1.0165, -1.5428], [0.1932, -3.1146, -2.7031], [-0.5844, -1.6881, -3.3687], [-1.7490, -3.5822, -1.2702], [-2.2464, -3.5159, -2.9489], [-3.4473, -2.0668, -0.8654], [-3.6355, -1.6855, -2.5624], [-2.8606, 0.2740, -1.1394], [-1.8943, -0.0945, -2.5653], [0.8257, -1.7409, 4.4104], [-0.1310, -1.7735, 6.6798], [-2.1488, -0.4385, 7.1925], [-3.1999, 0.9373, 5.4273], [-2.2476, 0.9778, 3.1627], [0.3433, -3.3591, 2.0029], [2.2575, -4.8910, 1.8401], [4.5371, -4.0007, 1.4900], [4.8973, -1.5605, 1.3421], [2.9898, -0.0172, 1.5336], [1.0006, 2.0407, -5.2080], [-0.0286, 1.1147, -3.8446], [-1.4242, 2.4958, -3.6931], [-0.9992, 3.6764, -2.8446], [-0.7921, 3.1566, -0.9551], [0.4350, 4.5679, -0.4382], [0.3663, 2.1343, -6.0857], [1.8720, 1.4353, -5.4385], [1.3233, 3.0095, -4.8407], [-2.3148, 2.0193, -3.2865], [-1.6397, 2.8125, -4.7123], [-1.7539, 4.4621, -2.8767], [-0.0419, 4.0894, -3.1611], [-0.0754, 5.5253, -0.4935], [1.2995, 4.5467, -1.0966], [0.7393, 4.3664, 0.5859], [3.2475, 2.7688, -2.5487], [2.5267, 1.5956, -0.8836], [2.8578, 2.1672, -0.0219], [3.1288, 0.6818, -0.9188]], "forces_ev_per_angstrom": [[0.366, -0.116, 0.245], [-0.004, -0.311, -0.008], [-0.177, 0.120, -0.266], [0.229, -0.148, 0.284], [0.117, 0.302, -0.128], [-0.004, 0.016, -0.129], [-0.103, 0.013, 0.070], [0.008, 0.054, -0.042], [0.136, -0.001, 0.080], [-0.268, -0.171, -0.121], [0.152, -0.064, -0.212], [-0.002, 0.016, -0.045], [0.016, -0.009, 0.024], [0.019, -0.027, 0.024], [-0.051, 0.054, -0.021], [0.026, -0.017, -0.009], [-0.182, 0.185, 0.090], [-0.038, 0.005, -0.008], [-0.020, -0.050, 0.003], [0.017, 0.034, -0.003], [0.056, -0.014, -0.013], [-0.072, 0.049, -0.043], [0.022, 0.065, -0.135], [-0.070, -0.061, 0.018], [0.027, 0.038, 0.020], [-0.027, 0.026, -0.113], [0.092, 0.018, 0.170], [0.010, -0.072, 0.007], [0.053, 0.037, -0.006], [0.009, -0.036, -0.002], [-0.013, -0.022, -0.017], [-0.005, -0.035, 0.029], [-0.026, 0.007, -0.016], [-0.012, 0.011, 0.000], [0.063, 0.031, 0.019], [0.012, 0.029, 0.043], [-0.016, -0.005, 0.052], [-0.018, 0.010, 0.012], [-0.002, 0.006, -0.006], [0.004, -0.007, 0.012], [-0.028, 0.009, 0.028], [0.016, -0.010, 0.000], [-0.007, 0.007, -0.011], [-0.006, -0.003, 0.002], [0.000, -0.005, 0.016], [0.044, -0.036, -0.023], [0.051, 0.045, 0.062], [-0.321, 0.127, 0.122], [0.255, -0.151, 0.116], [0.097, -0.047, 0.123], [-0.240, 0.363, -0.290], [0.144, -0.027, 0.102], [-0.017, -0.044, 0.004], [0.006, -0.022, 0.037], [-0.001, -0.012, -0.023], [-0.027, -0.044, -0.054], [-0.047, 0.013, 0.002], [0.006, 0.013, 0.052], [0.018, -0.025, -0.005], [-0.095, -0.053, -0.009], [-0.001, -0.039, -0.010], [-0.026, -0.017, -0.003], [-0.022, -0.091, 0.189], [-0.063, 0.080, -0.293], [-0.057, 0.005, 0.034], [-0.002, 0.007, -0.026]], "total_charge": 1, "homo_lumo_gap_ev": [7.50, 8.60], "e_homo_ha": [-0.4103, -0.4122], "s2": 3.87, "multiplicity": 4}

***

No. 3
{"formula": "C24H36EuP2Si", "method": "ωB97M-V/def2-TZVPD", "symbols": ["C", "C", "C", "H", "C", "C", "H", "H", "H", "H", "Eu", "C", "H", "H", "H", "Si", "C", "C", "H", "C", "H", "C", "H", "C", "H", "C", "H", "C", "C", "H", "C", "H", "C", "H", "C", "H", "C", "H", "H", "H", "C", "P", "C", "C", "C", "P", "C", "C", "H", "H", "H", "H", "H", "H", "H", "H", "H", "H", "H", "H", "H", "H", "H", "H"], "xyz": [[2.7624, -0.3739, 2.7522], [1.6468, -1.2525, 2.5950], [1.9491, -2.1681, 1.5394], [0.7462, -1.2267, 3.1954], [3.2559, -1.8463, 1.0372], [3.7502, -0.7341, 1.7782], [4.7221, -0.2620, 1.6393], [2.8623, 0.4497, 3.4579], [1.2723, -2.9288, 1.1579], [3.7742, -2.3807, 0.2321], [1.7028, 0.2597, 0.4300], [-2.6142, 0.9475, -1.9974], [-2.1896, 0.5358, -1.0881], [-1.9377, 1.7635, -2.2647], [-3.5685, 1.3291, -1.7165], [-1.2533, -1.9561, -0.4338], [-3.1642, -2.3902, -0.2999], [-3.3492, -3.1770, 0.8450], [-2.4636, -3.5812, 1.3496], [-4.6285, -3.4886, 1.3477], [-4.6984, -4.1065, 2.2480], [-5.7832, -3.0783, 0.6690], [-6.7769, -3.3396, 1.0633], [-5.6337, -2.4141, -0.5684], [-6.5401, -2.1930, -1.1349], [-4.3417, -2.1175, -1.0723], [-4.2593, -1.7044, -2.0791], [-0.4242, -3.4461, -1.2261], [-1.1432, -4.6151, -1.6166], [-2.1537, -4.8096, -1.2332], [-0.5608, -5.5470, -2.4955], [-1.1446, -6.4209, -2.7933], [0.7124, -5.3499, -3.0347], [1.0746, -5.9726, -3.8465], [1.4282, -4.2217, -2.6310], [2.4220, -4.0362, -3.0185], [0.8790, -3.2869, -1.7407], [1.4924, -2.4273, -1.4456], [-2.6613, 0.2544, -2.8008], [-1.6649, -0.9964, -1.5985], [3.5503, 3.3457, -0.0467], [3.0699, 2.8705, 1.6705], [4.4210, 3.7040, 2.5973], [1.6797, 4.0877, 2.0943], [0.8023, 4.5673, 0.9443], [0.1628, 3.1898, -0.1497], [-1.6322, 3.1850, 0.2765], [0.1922, 4.1078, -1.7344], [4.6504, 3.3650, -0.0766], [3.1894, 2.6329, -0.8082], [3.1701, 4.3456, -0.2784], [4.4736, 4.7742, 2.3491], [4.2794, 3.6161, 3.6867], [5.3911, 3.2455, 2.3512], [1.0653, 3.5661, 2.8367], [2.1455, 4.9560, 2.5781], [-0.0805, 5.0904, 1.3137], [1.3272, 5.2671, 0.2835], [-1.8460, 3.9641, 1.0142], [-2.2554, 3.3368, -0.6143], [-1.8829, 2.2116, 0.7145], [0.8282, 5.0036, -1.6533], [0.6176, 3.4525, -2.5106], [-0.8172, 4.4247, -2.0395]], "forces_ev_per_angstrom": [[0.219, -0.683, -0.320], [1.054, -0.086, -0.142], [0.609, 0.486, 0.221], [0.017, -0.072, -0.162], [-0.621, -0.148, 0.407], [-0.360, -0.246, 0.275], [-0.232, -0.122, 0.101], [-0.104, -0.376, -0.123], [0.288, 0.162, 0.117], [-0.223, 0.267, 0.403], [-1.055, -0.020, -0.390], [0.722, 1.323, 0.816], [-0.121, -0.213, -0.207], [-0.181, 0.174, -0.284], [-0.904, 0.470, -0.163], [-1.031, 1.987, -0.773], [-0.146, -0.961, 0.372], [-1.203, -0.045, 0.332], [-0.350, 0.311, 0.113], [0.228, -0.244, -0.274], [-0.106, 0.260, -0.236], [0.535, 0.065, -0.280], [0.518, 0.240, -0.256], [0.711, -0.418, 0.370], [0.377, 0.064, -0.035], [0.118, -0.087, 0.907], [0.067, 0.172, 0.343], [-0.362, -0.775, -1.270], [1.040, 0.001, -0.003], [0.440, 0.256, -0.220], [-0.395, 0.161, 0.257], [0.162, 0.221, 0.046], [-0.409, 0.771, 0.142], [0.125, -0.161, 0.340], [-0.125, 0.229, 0.233], [0.048, -0.063, -0.107], [-0.316, -0.860, 0.016], [-0.236, -0.149, -0.082], [-0.102, -0.614, -0.381], [1.403, -1.504, 0.093], [0.264, 0.212, -0.041], [-0.630, 0.602, -0.071], [0.427, -0.048, 0.266], [0.354, -0.048, 0.042], [-0.025, -0.366, -0.250], [-0.061, 0.325, 0.274], [-0.095, -0.274, 0.195], [0.103, 0.030, -0.744], [-0.345, -0.015, -0.165], [0.110, 0.325, 0.235], [0.216, -0.162, -0.205], [-0.058, -0.264, -0.013], [-0.048, -0.050, -0.411], [-0.317, 0.074, 0.091], [0.069, 0.167, 0.009], [-0.154, -0.168, 0.060], [0.122, 0.142, 0.143], [0.032, -0.151, 0.324], [-0.050, -0.083, -0.150], [0.215, -0.082, 0.298], [-0.109, 0.226, -0.114], [-0.240, -0.376, -0.116], [-0.262, 0.360, 0.084], [0.381, -0.150, 0.063]], "e_above_lowest_kcal_mol": 12.66, "homo_lumo_gap_ev": [5.35, 5.37], "e_homo_ha": [-0.2116, -0.2119], "s2": 15.76, "multiplicity": 8}